75
Properties=species:S:1:pos:R:3:forces:R:3 method="wB97M-V/def2-TZVPD" total_energy_ev=-100161.154 homo_lumo_gap_ev="6.6381 / 7.7056" total_charge=+1 spin_multiplicity=2 molar_mass_g_mol=607.83
Cr 0.066003 0.031964 0.631800 0.3 0.1 0.7
C -0.826040 0.275071 3.651053 0.0 -0.1 -0.1
N -0.321387 -0.717700 2.642669 -0.1 -0.2 0.0
C -1.350423 -1.793775 2.517213 0.2 0.2 0.0
C -1.374937 -2.379979 1.132284 0.0 0.2 -0.2
N -1.559769 -1.291526 0.123157 -0.1 -0.2 -0.1
C -1.410296 -1.860239 -1.251041 -0.1 0.1 0.3
C -2.886035 -0.671046 0.257639 0.2 -0.2 -0.1
C -4.033945 -1.423823 0.050188 -0.1 -0.1 0.0
C -5.280731 -0.832366 0.155221 -0.1 0.0 0.0
C -5.375901 0.519340 0.470468 0.0 0.0 0.0
C -4.229586 1.266872 0.682349 0.0 0.1 0.0
C -2.967566 0.675810 0.576613 0.0 0.1 0.1
S -1.508250 1.641938 0.827843 0.2 -0.3 0.0
C 1.003450 -1.118864 3.144945 -0.3 0.2 0.1
C 1.170689 -2.120946 4.087474 0.0 0.1 0.2
C 2.427562 -2.366788 4.624874 0.0 0.1 0.1
C 3.508002 -1.587978 4.236573 0.0 0.1 0.0
C 3.330237 -0.563346 3.314756 0.1 0.0 0.0
C 2.078306 -0.313313 2.760397 0.1 0.1 0.0
S 1.864560 1.007912 1.588998 -0.3 -0.2 0.0
H -0.949334 -0.234541 4.608086 0.0 0.0 0.0
H -1.773687 0.688959 3.323469 0.0 0.0 0.0
H -0.106317 1.079991 3.754122 0.1 0.0 0.0
H -2.311344 -1.327269 2.716303 -0.1 0.0 0.0
H -1.220489 -2.584168 3.250309 0.0 -0.1 0.1
H -2.175911 -3.116237 1.060213 -0.1 -0.1 0.0
H -0.436338 -2.876408 0.905960 0.0 0.0 0.0
H -2.073199 -2.716075 -1.387443 0.0 0.0 0.0
H -0.383737 -2.169519 -1.407668 0.0 0.0 0.1
H -1.666505 -1.098484 -1.981850 0.0 0.1 0.0
H -3.962370 -2.478492 -0.196426 0.0 0.1 0.0
H -6.174067 -1.421091 -0.012181 0.0 0.0 0.0
H -6.348234 0.991473 0.550100 0.1 0.0 0.0
H -4.295415 2.320957 0.935325 0.0 -0.1 0.0
H 0.331532 -2.713172 4.432901 0.0 0.0 0.0
H 2.552871 -3.160665 5.352107 0.0 0.1 0.0
H 4.491155 -1.770979 4.657246 -0.1 0.0 0.0
H 4.164732 0.062247 3.015141 -0.1 -0.1 0.0
C 1.803361 2.286274 -1.400132 -0.1 0.2 0.1
S 0.610922 0.969584 -1.544232 0.4 -0.5 -0.4
O 1.235429 -0.112144 -2.353959 0.0 0.2 0.2
C -0.543801 1.790042 -2.652569 -0.1 0.0 0.1
C -0.393116 1.428190 -3.985000 -0.1 0.0 0.0
C -1.172289 2.061483 -4.942677 0.0 0.0 0.0
C -2.087014 3.036555 -4.567465 0.0 0.0 -0.1
C -2.229241 3.384021 -3.231132 0.0 0.0 0.1
C -1.456818 2.763587 -2.258071 0.1 0.0 -0.2
H 1.994569 2.655948 -2.406280 0.1 0.0 0.0
H 2.694420 1.856543 -0.945649 0.0 0.0 0.0
H 1.387871 3.071742 -0.760836 0.1 -0.1 -0.1
H 0.316342 0.656137 -4.254901 0.0 0.1 0.0
H -1.061114 1.789789 -5.985608 0.0 0.0 0.1
H -2.689853 3.528783 -5.320584 0.0 0.0 0.0
H -2.945709 4.143323 -2.938649 0.1 -0.1 0.0
H -1.562250 3.038192 -1.220947 0.0 0.0 0.0
O 1.338896 -1.629085 0.219727 -0.6 0.1 -0.3
C 2.245716 -2.328816 -0.246743 0.1 0.1 0.3
C 2.284114 -2.901995 -1.634860 0.2 -0.1 0.1
C 2.242180 -4.449137 -1.466508 -0.1 0.1 0.1
C 1.487948 -4.955435 -0.210649 0.0 0.1 0.0
C 2.317676 -5.039057 1.088066 0.0 0.1 -0.1
C 2.701499 -3.682562 1.682683 0.0 0.0 -0.3
N 3.202892 -2.813832 0.592471 0.1 -0.1 0.1
H 3.197527 -2.587259 -2.149312 -0.1 0.0 0.0
H 1.451367 -2.527280 -2.207860 -0.1 0.1 -0.1
H 3.257845 -4.853769 -1.447010 0.0 0.0 0.0
H 1.770306 -4.863815 -2.357026 0.0 0.0 0.0
H 1.110839 -5.953936 -0.424740 0.0 -0.1 0.0
H 0.598000 -4.333181 -0.039419 0.1 -0.1 -0.1
H 3.230247 -5.608184 0.876952 0.0 0.0 0.0
H 1.765640 -5.607430 1.840671 0.0 0.0 0.0
H 3.466437 -3.784557 2.447867 0.0 0.0 0.0
H 1.850102 -3.183195 2.137738 0.1 -0.1 -0.2
H 3.943169 -3.271568 0.078554 0.0 -0.1 0.0